2 unconnected molecules or ions with the total composition C11H16BN2 at a distorted geometry, computed with ωB97M-V/def2-TZVPD.

Atoms and positions in Å:
B: -0.16509 -0.77692 1.69880
C: 4.78986 0.08927 1.40534
C: 4.18588 1.33360 1.60130
C: 4.07112 -1.02474 1.15865
C: 2.81364 1.38019 1.71824
C: 2.63243 -0.97212 1.34830
C: 2.02450 0.28812 1.66948
C: 0.44643 -2.16268 1.48780
C: 1.78982 -2.11964 1.36528
C: -4.67986 0.27737 -2.25137
C: -2.26734 0.47386 -2.72751
C: -2.94876 0.76900 -0.50360
N: 0.64393 0.35307 1.62034
N: -3.32047 0.05942 -1.72810
H: 5.91539 0.10077 1.23976
H: 4.78605 2.22970 1.90771
H: 4.69927 -1.95155 0.87927
H: 2.33518 2.30927 1.90369
H: -0.02809 -3.10577 1.35177
H: 2.28212 -3.16019 1.03286
H: -5.44878 0.21523 -1.40368
H: -4.58667 1.24747 -2.86062
H: -4.86334 -0.46737 -3.06147
H: -1.34353 0.11470 -2.58229
H: -2.55733 0.11703 -3.64510
H: -2.14681 1.59508 -2.76469
H: -2.62159 1.80399 -0.61612
H: -3.48748 0.66096 0.47076
H: 0.20820 1.25477 1.73888
H: -3.15869 -0.93187 -1.45368

Computed properties:
* energy relative to the best compared isomer or geometry (same formula, charge and spin): 4.591 eV
* LUMO level (spin up / spin down): -4.9 / -3.1 eV
* E: -15311.9571 eV
* gap between HOMO and LUMO (spin up / spin down): 5.22 / 8.03 eV
* HOMO energy (spin up / spin down): -10.09 / -11.18 eV
* multiplicity: 1
* charge: +1

***

2 unconnected molecules or ions with the total composition C11H16BNO2 at a distorted geometry, computed with ωB97M-V/def2-TZVPD.

Atoms and positions in Å:
B: 0.43510 -0.90923 0.31139
C: -3.72020 0.35441 -0.11423
C: -2.80955 0.32522 -1.16576
C: -3.28066 0.02221 1.13258
C: -1.54170 -0.11626 -1.02946
C: -1.90864 -0.28805 1.35006
C: -1.04059 -0.45369 0.27777
C: 1.73973 1.69622 0.42123
C: 2.62519 -1.59421 0.05169
C: 1.04568 -3.30484 -0.60442
C: 0.46837 3.28786 -0.96675
C: 1.42289 1.17986 1.72712
N: 1.21100 -1.94657 -0.10692
O: 2.64705 1.45750 -0.38902
O: 0.58576 2.49683 0.15516
H: -4.66697 0.66760 -0.18498
H: -3.22138 0.66021 -2.18753
H: -3.76855 0.15848 2.09098
H: -0.77134 -0.16495 -1.88847
H: -1.60128 -0.45026 2.30373
H: 3.03285 -1.94973 1.01828
H: 3.07753 -2.25952 -0.57083
H: 2.91462 -0.59364 -0.05467
H: 1.13366 -3.39744 -1.63054
H: 1.74278 -3.89867 -0.21059
H: -0.00175 -3.70108 -0.48073
H: -0.53841 3.35245 -0.99212
H: 1.02795 2.81072 -1.89687
H: 1.00480 4.23492 -0.86044
H: 0.48508 1.58135 2.23272
H: 2.27099 0.74228 2.26162

Computed properties:
* energy relative to the best compared isomer or geometry (same formula, charge and spin): 4.869 eV
* LUMO level: 0.0 eV
* E: -17924.0198 eV
* gap between HOMO and LUMO: 7.54 eV
* HOMO energy: -7.52 eV
* multiplicity: 1

***

A molecular structure, C11H16CaCl4O25 at a distorted geometry, computed with ωB97M-V/def2-TZVPD.

Atoms and positions in Å:
Ca: -0.87900 -0.49715 0.42974
Cl: -4.56302 -1.84856 -0.05823
O: -3.73662 -0.65680 0.08375
O: -4.44433 -2.32289 -1.43594
O: -4.13682 -2.89417 0.79937
O: -5.95449 -1.46020 0.17634
Cl: -0.63121 3.02903 -1.20586
O: -0.75556 4.36643 -0.71454
O: -0.93005 2.04802 -0.13162
O: -1.52906 2.75638 -2.30706
O: 0.75028 2.79753 -1.59987
Cl: 1.64076 2.05151 2.72188
O: 1.01604 0.93961 2.03117
O: 3.04954 1.90374 2.44234
O: 1.18477 3.32466 2.22363
O: 1.38965 2.07545 4.12367
Cl: -0.38241 -3.63878 1.96320
O: 0.00663 -2.60621 2.91044
O: -0.45053 -3.02525 0.66559
O: 0.59143 -4.67229 1.88044
O: -1.65137 -4.15908 2.38996
C: -3.03542 2.05179 5.02438
C: -2.82396 0.80607 5.86757
O: -2.14547 -0.07828 4.97617
C: -2.24009 0.38938 3.73792
O: -1.90456 -0.15180 2.72516
O: -2.84189 1.58031 3.72042
H: -2.43062 2.89085 5.38190
H: -4.05687 2.44490 5.04312
H: -3.77925 0.35420 6.14703
H: -2.21344 0.96556 6.75347
C: -1.45075 1.70990 -5.44603
C: -0.78990 0.40083 -5.11316
C: 0.56662 0.48630 -4.36594
O: 0.46465 -0.45223 -3.33015
C: -0.83898 -0.66961 -3.06511
O: -1.26091 -1.06478 -2.02778
O: -1.57684 -0.19660 -4.05968
H: -2.26623 1.74881 -6.16857
H: -0.74059 2.50979 -5.68955
H: -1.90573 2.22772 -4.59406
H: -0.77719 -0.30362 -5.94475
H: 0.76069 1.47669 -3.94739
H: 1.30276 0.41677 -5.17262
C: 5.26261 -2.55640 -0.06348
C: 4.66297 -1.17222 -0.09245
C: 4.56662 -0.54188 -1.51668
O: 3.19005 -0.45212 -1.79397
C: 2.49760 -0.74022 -0.69520
O: 1.33815 -0.52442 -0.50115
O: 3.26728 -1.20810 0.24591
H: 5.13444 -2.98437 0.92911
H: 6.33125 -2.38614 -0.21281
H: 4.78836 -3.15382 -0.83929
H: 5.16049 -0.50466 0.60883
H: 5.04523 -1.19645 -2.25400
H: 5.15430 0.36686 -1.65554

Computed properties:
* energy relative to the best compared isomer or geometry (same formula, charge and spin): 0.000 eV
* LUMO level: 3.9 eV
* E: -131359.7287 eV
* gap between HOMO and LUMO: 7.94 eV
* HOMO energy: -4.06 eV
* multiplicity: 1
* charge: -2

***

A molecular structure, C11H16CeCl3F3O at a distorted geometry, computed with ωB97M-V/def2-TZVPD.

Atoms and positions in Å:
C: -0.65328 0.74986 -1.12099
C: -1.48098 -0.38604 -0.97039
C: -0.65748 -1.51224 -0.74329
C: -2.95748 -0.40314 -1.08109
C: 0.71202 -1.08114 -0.77259
C: 0.71662 0.32906 -1.00849
C: 1.91392 1.18006 -1.22379
C: -1.13398 2.10496 -1.47799
C: -1.14068 -2.90934 -0.64299
C: 1.90352 -1.96504 -0.71129
Ce: -0.10028 -0.04084 1.09241
Cl: -2.27068 0.10846 2.02801
Cl: -0.00238 2.31926 1.45591
Cl: -0.02628 -2.19014 2.22351
H: -3.39338 0.54076 -0.77089
H: -3.39588 -1.18594 -0.47089
H: -3.24498 -0.58314 -2.11909
H: -2.00098 -2.98954 0.01501
H: -0.37508 -3.57564 -0.26459
H: -1.43988 -3.25754 -1.63369
H: 1.75402 -2.78664 -0.01729
H: 2.78602 -1.41804 -0.39439
H: 2.10752 -2.38574 -1.69729
H: 2.76942 0.80776 -0.66949
H: 1.73702 2.19946 -0.89729
H: 2.17562 1.19706 -2.28329
H: -2.00118 2.38976 -0.88949
H: -1.42108 2.11726 -2.53149
H: -0.37158 2.85826 -1.32369
O: 2.71452 4.25306 1.43281
H: 3.66872 4.24896 1.61311
F: 0.91092 1.60546 3.95241
C: 0.66872 0.28706 3.61741
F: 1.83592 -0.42574 3.81831
F: -0.30698 -0.20064 4.46681

Computed properties:
* energy relative to the best compared isomer or geometry (same formula, charge and spin): 5.945 eV
* LUMO level: 4.5 eV
* E: -72362.8557 eV
* gap between HOMO and LUMO: 4.25 eV
* HOMO energy: 0.28 eV
* multiplicity: 1
* charge: -2